# C2H3N3OS

One molecule with the formula C2H3N3OS (wB97M-V/def2-TZVPD, the OMol25 dataset).

Summary:
Relative energy (zero: lowest compared OMol25 entry of this formula, charge and spin), eV: 2.778
Gap between HOMO and LUMO, eV: 10.1206
Structure (SMILES): SCc1nnno1
E_HOMO, Eh: -0.3638
Maximum force, Eh/bohr: 0.0878
Total charge: 0

Element x y z (Å)
S (-1.22, -0.03, -1.70)
C (-0.63, 0.99, -0.32)
C (0.23, 0.04, 0.38)
N (1.52, -0.27, 0.32)
N (1.72, -1.41, 1.18)
N (0.73, -1.48, 1.91)
O (-0.40, -0.70, 1.25)
H (-0.24, -0.21, -2.53)
H (-1.59, 1.09, 0.18)
H (-0.13, 1.98, -0.66)

***

# C10H10F6N3O6S4ScTe4

C10H10F6N3O6S4ScTe4 as an isolated structure (wB97M-V/def2-TZVPD, the OMol25 dataset).

Summary:
Relative energy (zero: lowest compared OMol25 entry of this formula, charge and spin), eV: 12.743
Gap between HOMO and LUMO (spin up / spin down), eV: 4.0306 / 3.9397
E_HOMO (spin up / spin down), Eh: -0.0110 / -0.0076
Maximum force, Eh/bohr: 0.1427
Total charge: -2

Element x y z (Å)
Sc (0.09, -0.58, -0.34)
C (-3.14, 0.52, 1.66)
O (-1.78, 0.90, 1.67)
C (-1.31, 1.00, 3.01)
C (0.03, 1.70, 3.07)
O (0.96, 1.06, 2.24)
C (2.28, 1.14, 2.72)
H (-3.75, 1.25, 2.20)
H (-3.28, -0.46, 2.14)
H (-3.48, 0.48, 0.63)
H (-1.23, 0.00, 3.46)
H (-2.03, 1.59, 3.59)
H (0.37, 1.65, 4.11)
H (-0.07, 2.76, 2.77)
H (2.36, 0.69, 3.72)
H (2.62, 2.19, 2.76)
H (2.92, 0.59, 2.04)
Te (0.11, -3.19, 3.91)
Te (-0.70, -3.75, 6.39)
Te (2.02, -3.70, 2.21)
Te (0.35, -2.11, 1.43)
F (-1.52, -1.16, -3.64)
C (-2.03, 0.05, -3.61)
F (-3.28, -0.01, -4.10)
F (-1.32, 0.85, -4.41)
S (-2.14, 0.78, -1.87)
O (-1.66, -0.28, -1.01)
O (-3.49, 1.17, -1.73)
N (-1.11, 1.96, -1.93)
S (0.35, 1.45, -1.79)
O (0.56, 0.18, -2.47)
O (0.84, 1.41, -0.44)
C (1.33, 2.74, -2.64)
F (2.63, 2.60, -2.44)
F (0.95, 3.93, -2.15)
F (1.09, 2.73, -3.95)
S (-0.23, -2.73, -0.83)
C (1.44, -2.43, -1.16)
S (2.23, -1.19, -0.13)
C (2.09, -2.99, -2.31)
C (3.45, -2.74, -2.56)
N (4.57, -2.49, -2.76)
C (1.30, -3.56, -3.32)
N (0.59, -4.00, -4.13)

***

# C2H10N2S2

A 2-piece molecular cluster, C2H10N2S2 overall (wB97M-V/def2-TZVPD, the OMol25 dataset).

Summary:
Relative energy (zero: lowest compared OMol25 entry of this formula, charge and spin), eV: 1.154
Gap between HOMO and LUMO, eV: 9.5485
Structure (SMILES): CSS.NCN
E_HOMO, Eh: -0.3352
Maximum force, Eh/bohr: 0.0757
Total charge: 0

Element x y z (Å)
C (2.55, -0.89, 0.67)
S (2.78, -0.75, -1.18)
S (2.46, 1.30, -1.51)
H (2.29, 0.02, 1.15)
H (3.55, -1.21, 1.20)
H (1.71, -1.63, 0.93)
H (1.14, 1.12, -1.68)
N (-2.81, -0.13, -0.79)
C (-1.48, 0.11, -0.30)
N (-1.43, 0.60, 1.01)
H (-3.29, -0.78, -0.14)
H (-3.23, 0.77, -0.75)
H (-0.99, -0.93, -0.42)
H (-0.93, 0.62, -1.12)
H (-0.68, 0.18, 1.57)
H (-1.63, 1.60, 1.39)